(1)
Computed, not measured: a molecular structure, C15H38MnN7O7P, with the ωB97M-V functional and the def2-TZVPD basis.

Calculated values
LUMO level (spin up / spin down): -0.521 / -1.737 eV
Charge: 0
Gap between HOMO and LUMO (spin up / spin down): 6.70 / 5.82 eV
⟨S²⟩: 9.248
HOMO energy (spin up / spin down): -7.23 / -7.56 eV
Molecular weight: 514.42 Da
Spin multiplicity: 6

Each line ends with the Mulliken charge.
Geometry (Å):
O -0.825 -4.364 -1.247  -0.72
H -0.190 -5.191 -1.247  0.19
Mn 0.204 -2.226 -1.078  -0.51
N 1.789 -1.124 -0.091  1.06
N -0.083 -2.444 0.898  0.99
N 0.171 -0.533 -2.244  1.13
N -1.627 -1.812 -1.389  0.88
O 2.574 -0.184 -0.542  -0.81
O 1.097 0.442 -2.431  -0.77
O -2.644 -2.197 -0.613  -0.56
O -1.208 -2.737 1.405  -0.65
C 0.992 -2.304 1.701  0.13
C 2.021 -1.503 1.171  0.60
C -0.930 -0.363 -3.031  0.29
C -1.983 -1.137 -2.523  0.21
C 3.237 -1.153 1.955  -1.74
H 2.990 -0.449 2.747  0.24
H 4.012 -0.691 1.349  0.41
H 3.684 -2.011 2.460  0.44
C 1.038 -2.807 3.098  -1.54
H 0.216 -3.483 3.310  0.38
H 0.973 -1.996 3.824  0.23
H 1.960 -3.347 3.314  0.45
C -1.074 0.518 -4.219  -1.76
C -3.351 -1.152 -3.128  -1.55
H -0.142 0.999 -4.487  0.39
H -1.791 1.311 -4.001  0.33
H -1.432 -0.013 -5.107  0.45
H -4.018 -1.823 -2.573  0.38
H -3.343 -1.472 -4.191  0.35
H -3.784 -0.138 -3.053  0.30
H 1.890 0.214 -1.622  0.30
H -2.175 -2.558 0.278  0.47
C 1.288 -3.212 -2.050  -1.24
H 2.218 -3.052 -1.508  0.17
H 1.412 -2.546 -2.860  0.24
H 1.189 -4.191 -2.410  0.69
O 3.909 -4.304 -3.728  -0.63
H 3.713 -3.877 -4.571  0.31
H 4.450 -3.673 -3.211  0.31
C -0.221 0.568 3.419  -1.09
N 0.119 1.713 2.574  0.69
C 0.541 2.885 3.328  -1.28
P -0.578 1.815 1.063  -0.23
O -0.709 0.482 0.409  0.13
N -2.019 2.636 1.060  0.34
C -3.276 1.900 0.949  -0.89
C -2.198 3.923 1.712  -1.13
N 0.401 3.013 0.386  0.12
C 1.840 2.767 0.404  -0.83
C -0.034 3.516 -0.923  -0.89
H 0.701 0.157 3.871  0.28
H -0.683 -0.223 2.807  0.19
H -0.933 0.844 4.226  0.32
H 1.461 2.635 3.882  0.32
H 0.773 3.713 2.656  0.43
H -0.233 3.215 4.045  0.24
H -3.705 1.637 1.940  0.27
H -4.000 2.544 0.416  0.36
H -3.128 0.973 0.371  0.11
H -2.291 3.847 2.811  0.20
H -1.369 4.595 1.481  0.33
H -3.119 4.374 1.311  0.42
H 2.350 3.582 -0.136  0.46
H 2.212 2.715 1.434  0.26
H 2.099 1.808 -0.085  0.15
H -1.103 3.750 -0.888  0.33
H 0.142 2.769 -1.719  0.17
H 0.534 4.432 -1.159  0.38

Atoms 1-3, force components in eV/Å:
O 2.0 -1.0 0.5
H -1.7 2.7 0.0
Mn -2.1 -0.9 1.3

(2)
Computed, not measured: 7 unconnected molecules or ions with the total composition C17H35B2Cl12F3NO3S, with the ωB97M-V functional and the def2-TZVPD basis.

Calculated values
LUMO level: 1.888 eV
Charge: -1
Gap between HOMO and LUMO: 6.55 eV
HOMO energy: -4.66 eV
Molecular weight: 837.59 Da
Spin multiplicity: 1

Each line ends with the Mulliken charge.
Geometry (Å):
C -1.443 2.366 3.756  -0.82
S -0.096 3.230 4.543  1.35
O 0.141 2.451 5.767  -0.74
O -0.620 4.583 4.777  -0.80
B 1.436 3.193 3.410  0.08
C 1.640 4.640 2.662  -0.93
C 0.421 5.158 1.852  0.34
C 0.642 5.155 0.375  0.06
F 1.830 5.608 -0.088  -0.35
C -0.188 4.711 -0.538  0.39
F -1.484 4.530 -0.354  -0.27
F 0.140 4.348 -1.781  -0.24
B 1.453 1.842 2.332  0.18
N 0.554 1.588 1.165  0.31
O 2.442 0.881 2.481  -0.86
H -1.738 2.839 2.814  0.21
H -2.295 2.431 4.438  0.41
H -1.205 1.320 3.565  0.02
H 2.352 3.049 4.201  -0.29
H 2.502 4.527 1.992  0.35
H 1.934 5.388 3.401  0.20
H -0.485 4.597 2.080  0.00
H 0.225 6.196 2.150  0.30
H -0.418 1.513 1.438  0.15
H 0.624 2.277 0.426  -0.30
H 2.597 0.721 3.420  0.29
Cl -1.258 -0.678 -0.901  -0.17
C -0.963 -0.274 -2.613  -0.47
C -1.090 1.201 -2.885  -0.07
Cl -2.777 1.772 -2.729  -0.22
H -1.662 -0.854 -3.209  0.39
H 0.050 -0.601 -2.845  0.19
H -0.780 1.408 -3.908  0.35
H -0.475 1.788 -2.207  -0.05
Cl 4.644 4.278 -0.708  -0.14
C 4.714 3.508 -2.312  -0.52
C 3.365 2.975 -2.729  -0.38
Cl 2.884 1.600 -1.706  -0.15
H 5.451 2.709 -2.270  0.31
H 5.051 4.265 -3.020  0.32
H 3.407 2.623 -3.759  0.36
H 2.595 3.740 -2.647  0.19
Cl -3.861 -0.783 4.864  -0.19
C -2.803 -1.995 5.635  -0.33
C -1.477 -1.414 6.059  -0.56
Cl -0.466 -0.964 4.674  -0.11
H -2.666 -2.809 4.925  0.25
H -3.334 -2.369 6.509  0.30
H -0.927 -2.159 6.633  0.34
H -1.607 -0.523 6.670  0.31
Cl 1.261 -5.480 -1.151  -0.22
C -0.444 -4.942 -1.213  -0.10
C -0.959 -4.879 -2.627  -0.33
Cl -0.194 -3.555 -3.542  -0.13
H -0.506 -3.973 -0.724  0.15
H -1.027 -5.664 -0.643  0.23
H -2.023 -4.666 -2.602  -0.03
H -0.780 -5.811 -3.158  0.43
Cl 1.482 -5.144 -7.053  -0.18
C 3.108 -4.415 -6.965  -0.43
C 3.333 -3.672 -5.673  -0.43
Cl 2.335 -2.205 -5.555  -0.17
H 3.220 -3.757 -7.823  0.31
H 3.827 -5.229 -7.044  0.29
H 4.374 -3.357 -5.614  0.33
H 3.103 -4.294 -4.811  0.28
Cl -2.980 -4.171 1.325  -0.18
C -4.424 -3.675 0.406  -0.42
C -5.085 -4.851 -0.270  -0.44
Cl -4.061 -5.505 -1.579  -0.17
H -4.114 -2.921 -0.314  0.25
H -5.118 -3.225 1.114  0.34
H -6.026 -4.542 -0.722  0.32
H -5.277 -5.657 0.433  0.33

Atoms 1-3, force components in eV/Å:
C -0.7 -0.1 -0.4
S 0.2 0.1 0.8
O -0.1 -0.1 -0.2

(3)
Computed, not measured: 2 unconnected molecules or ions with the total composition CH3NOS, with the ωB97M-V functional and the def2-TZVPD basis.

Calculated values
LUMO level: -0.255 eV
Charge: 0
Gap between HOMO and LUMO: 8.29 eV
HOMO energy: -8.54 eV
Molecular weight: 77.11 Da
Energy above the lowest of the compared OMol25 structures with the same formula, charge and spin: 448.61 kJ/mol
Spin multiplicity: 1

Each line ends with the Mulliken charge.
Geometry (Å):
C -0.113 0.084 1.424  0.01
N 0.827 0.808 -2.383  -0.29
O -0.255 -0.684 0.482  -0.42
S 0.457 -0.578 -2.164  0.14
H 0.854 0.400 1.963  0.20
H -0.978 0.436 2.145  0.19
H -0.792 -0.466 -1.468  0.17

Atoms 1-3, force components in eV/Å:
C -0.7 -0.9 1.7
N 1.3 2.1 -0.7
O 0.5 1.8 2.4

(4)
Computed, not measured: 5 unconnected molecules or ions with the total composition C38H86BrFNO18P4, with the ωB97M-V functional and the def2-TZVPD basis.

Calculated values
LUMO level: -3.485 eV
Charge: +1
Gap between HOMO and LUMO: 7.95 eV
HOMO energy: -11.44 eV
Molecular weight: 1067.89 Da
Energy above the lowest of the compared OMol25 structures with the same formula, charge and spin: 0.00 kJ/mol
Spin multiplicity: 1

Each line ends with the Mulliken charge.
Geometry (Å):
C 0.317 1.420 6.498  -1.63
C -0.764 1.352 5.411  1.04
C -2.083 2.030 5.812  -0.73
C -2.811 2.550 4.553  -1.25
C -3.100 1.449 3.512  -0.07
C -2.678 1.767 2.067  -1.20
C -1.218 2.168 1.836  -0.89
C -0.202 1.020 1.779  -0.89
C -0.659 -0.213 0.981  -0.58
C -1.418 -1.191 1.894  -0.64
N -0.859 -2.577 1.892  0.27
C -1.722 -3.470 2.738  -0.37
C -1.686 -3.087 4.194  0.22
O -2.646 -2.887 4.832  -0.42
F -0.453 -2.970 4.682  -0.24
C -0.804 -3.173 0.497  -0.62
C 0.609 -3.660 0.229  0.29
O 1.344 -3.210 -0.566  -0.35
Br 1.132 -5.175 1.344  -0.09
H -0.059 1.197 7.493  0.39
H 1.065 0.658 6.268  0.39
H 0.842 2.370 6.437  0.39
H -0.984 0.296 5.234  -0.15
H -0.376 1.830 4.515  -0.27
H -2.769 1.323 6.286  0.10
H -1.934 2.838 6.527  0.49
H -3.771 2.920 4.915  0.58
H -2.265 3.398 4.141  0.55
H -4.186 1.340 3.484  0.57
H -2.733 0.485 3.867  -0.03
H -3.299 2.608 1.753  0.50
H -2.970 0.940 1.416  0.46
H -1.186 2.678 0.872  0.42
H -0.898 2.902 2.572  0.38
H 0.150 0.716 2.765  0.42
H 0.684 1.407 1.273  0.39
H -1.289 0.121 0.158  0.45
H 0.220 -0.681 0.532  0.22
H -1.349 -0.804 2.909  -0.01
H -2.480 -1.223 1.659  0.42
H 0.095 -2.593 2.263  0.60
H -1.354 -4.493 2.656  0.52
H -2.721 -3.453 2.318  0.47
H -1.447 -4.049 0.471  0.50
H -1.166 -2.487 -0.261  0.38
O 0.888 -3.032 -6.249  -0.31
P -0.277 -3.944 -6.217  0.80
O -1.448 -3.130 -5.444  -0.33
C -2.089 -2.031 -6.108  -0.22
C -2.999 -2.474 -7.239  -1.03
O 0.187 -4.948 -5.013  -0.44
C 1.580 -4.953 -4.676  -0.58
C 1.947 -3.891 -3.665  -0.30
O -1.242 -5.039 -6.899  -0.36
C -0.736 -5.827 -8.012  -0.29
C 0.431 -6.712 -7.625  -1.01
H -1.330 -1.332 -6.473  0.16
H -2.673 -1.515 -5.347  0.37
H -2.426 -2.910 -8.060  0.22
H -3.556 -1.624 -7.632  0.43
H -3.701 -3.232 -6.894  0.26
H 2.187 -4.813 -5.569  0.32
H 1.800 -5.953 -4.299  0.48
H 1.491 -2.932 -3.904  0.01
H 3.031 -3.770 -3.640  0.29
H 1.618 -4.157 -2.663  -0.01
H -0.457 -5.157 -8.827  0.30
H -1.570 -6.435 -8.356  0.35
H 1.321 -6.120 -7.393  0.25
H 0.684 -7.382 -8.446  0.43
H 0.193 -7.304 -6.742  0.25
O 5.499 1.659 -5.493  -0.99
P 4.627 1.062 -6.536  1.97
O 5.458 1.199 -7.922  -0.44
C 6.589 0.353 -8.150  -0.34
C 6.199 -1.093 -8.406  -0.89
O 3.535 2.272 -6.722  -0.50
C 3.424 3.321 -5.763  0.32
C 4.291 4.510 -6.131  -1.28
O 3.553 0.014 -7.170  -0.56
C 2.728 -0.799 -6.311  -0.17
C 1.796 0.021 -5.439  -0.64
H 7.276 0.424 -7.302  0.24
H 7.099 0.755 -9.024  0.35
H 5.769 -1.551 -7.512  0.17
H 7.073 -1.676 -8.695  0.42
H 5.451 -1.156 -9.195  0.24
H 3.664 2.955 -4.764  -0.26
H 2.374 3.621 -5.744  0.41
H 5.287 4.201 -6.443  0.28
H 4.383 5.196 -5.287  0.36
H 3.850 5.055 -6.966  0.34
H 3.372 -1.434 -5.695  0.16
H 2.148 -1.445 -6.955  0.28
H 2.349 0.596 -4.689  -0.01
H 1.103 -0.636 -4.912  0.26
H 1.230 0.731 -6.040  0.28
O 6.766 -0.050 -0.751  -0.79
P 6.075 1.194 -0.363  0.84
O 5.509 0.997 1.142  -0.14
C 6.438 0.936 2.232  -0.35
C 7.078 2.278 2.536  -0.94
O 4.670 1.108 -1.195  -0.35
C 4.494 0.146 -2.233  0.06
C 3.875 -1.122 -1.661  -0.81
O 6.051 2.805 -0.372  -0.29
C 6.810 3.506 -1.397  -0.46
C 6.307 3.227 -2.801  -0.84
H 7.201 0.182 2.020  0.30
H 5.869 0.597 3.097  0.31
H 7.731 2.599 1.722  0.23
H 7.679 2.215 3.443  0.41
H 6.319 3.049 2.665  0.25
H 5.439 -0.049 -2.738  0.43
H 3.846 0.615 -2.977  -0.11
H 4.357 -1.417 -0.729  0.36
H 3.954 -1.945 -2.373  0.06
H 2.817 -0.969 -1.436  0.24
H 7.865 3.240 -1.306  0.32
H 6.717 4.566 -1.169  0.36
H 6.500 2.196 -3.103  0.20
H 6.808 3.877 -3.517  0.57
H 5.232 3.388 -2.866  0.15
O -6.447 2.647 9.255  -0.79
P -7.312 2.012 8.244  1.05
O -6.462 1.914 6.866  -0.27
C -5.357 1.016 6.785  0.67
C -5.792 -0.440 6.734  -1.07
O -8.352 3.195 7.837  -0.35
C -8.447 4.393 8.613  -0.32
C -7.535 5.478 8.077  -1.13
O -8.386 0.858 7.882  -0.29
C -9.184 0.292 8.953  -0.31
C -10.098 1.307 9.610  -1.05
H -4.678 1.190 7.626  0.31
H -4.824 1.261 5.870  -0.65
H -6.249 -0.750 7.675  0.32
H -4.933 -1.088 6.548  0.32
H -6.531 -0.593 5.949  0.29
H -8.239 4.188 9.663  0.35
H -9.486 4.722 8.556  0.38
H -6.543 5.092 7.844  0.27
H -7.436 6.289 8.799  0.35
H -7.941 5.892 7.153  0.30
H -8.521 -0.163 9.693  0.31
H -9.773 -0.505 8.504  0.35
H -9.529 2.051 10.173  0.28
H -10.774 0.811 10.306  0.43
H -10.684 1.841 8.863  0.25

Atoms 1-3, force components in eV/Å:
C 0.3 -0.5 -0.8
C -0.2 0.1 1.3
C -0.1 -0.1 -1.0

(5)
Computed, not measured: a gas-phase ion, C5H12NS (charge -1), with the ωB97M-V functional and the def2-TZVPD basis.

Calculated values
LUMO level: 3.339 eV
Charge: -1
Gap between HOMO and LUMO: 5.61 eV
HOMO energy: -2.27 eV
Molecular weight: 118.22 Da
Energy above the lowest of the compared OMol25 structures with the same formula, charge and spin: 157.88 kJ/mol
Spin multiplicity: 1

Each line ends with the Mulliken charge.
Geometry (Å):
C -0.852 0.617 -0.410  -0.50
N 0.252 -0.093 0.537  -0.30
C 0.008 -0.287 1.961  -0.63
C -0.137 -1.856 2.256  -0.74
S -0.410 -2.250 3.957  -0.63
C -0.210 0.515 -1.913  -0.41
C 0.968 1.419 -2.317  -1.13
H -1.763 0.057 -0.266  0.32
H -1.047 1.669 0.001  0.30
H 0.495 -1.017 0.099  0.24
H 0.740 0.252 2.607  0.28
H -0.889 0.123 2.338  0.26
H 0.745 -2.291 1.882  0.26
H -0.910 -2.213 1.435  0.14
H 0.066 -0.541 -2.050  0.28
H -0.965 0.773 -2.614  0.33
H 1.848 1.378 -1.717  0.36
H 0.824 2.511 -2.366  0.31
H 1.238 1.236 -3.420  0.28

Atoms 1-3, force components in eV/Å:
C 3.6 -0.4 1.2
N -0.8 1.0 -2.4
C 0.3 -1.6 0.2

(6)
Computed, not measured: a gas-phase ion, C6H12N (charge +1), with the ωB97M-V functional and the def2-TZVPD basis.

Calculated values
LUMO level: -4.236 eV
Charge: +1
Gap between HOMO and LUMO: 11.24 eV
HOMO energy: -15.47 eV
Molecular weight: 98.17 Da
Energy above the lowest of the compared OMol25 structures with the same formula, charge and spin: 417.17 kJ/mol
Spin multiplicity: 1

Each line ends with the Mulliken charge.
Geometry (Å):
C -0.632 -2.074 0.004  -0.05
C 0.667 -2.043 0.275  -0.22
C -1.254 0.958 -0.699  -1.37
C -0.090 0.297 1.545  -1.27
C 1.274 1.191 -0.625  -1.48
C 0.071 0.476 -0.017  0.83
N 0.133 -0.943 -0.526  -0.14
H -1.723 -2.208 0.062  0.36
H 1.549 -2.208 0.861  0.34
H -1.065 1.161 -1.734  0.37
H -1.913 0.141 -0.576  0.43
H -1.700 1.798 -0.252  0.39
H 0.857 -0.216 1.982  0.28
H -0.879 -0.510 1.708  0.35
H -0.249 1.154 2.054  0.49
H 2.190 0.917 -0.087  0.35
H 1.253 0.872 -1.652  0.43
H 1.244 2.221 -0.556  0.43
H 0.264 -0.985 -1.765  0.45

Atoms 1-3, force components in eV/Å:
C 2.1 0.4 1.0
C -3.4 -0.4 -0.6
C 1.8 -0.7 0.7